Entry 1:
Entry from OMol25: a molecular structure, C22H21F6O2Zr in a non-equilibrium geometry (ωB97M-V with the def2-TZVPD basis set).

```
52
Properties=species:S:1:pos:R:3:forces:R:3
C 1.078 -2.124 1.776 0.2 -0.1 -1.1
C -0.109 -2.533 1.106 0.4 -0.6 -0.6
C 0.083 -2.276 -0.284 0.9 -1.0 0.3
H -0.954 -3.054 1.559 0.3 0.2 -0.2
C 1.360 -1.646 -0.451 -0.7 -0.4 0.1
C 1.970 -1.553 0.830 -0.9 -0.6 0.3
H 2.980 -1.216 1.049 -0.4 0.1 -0.1
H 1.333 -2.375 2.788 -0.2 0.4 0.0
H -0.534 -2.667 -1.088 -0.1 0.3 0.3
H 1.849 -1.454 -1.404 -0.2 0.2 0.3
C -0.246 2.220 0.012 0.6 1.0 0.7
C -0.164 2.196 1.440 0.5 0.9 -1.1
C 1.140 1.745 1.793 0.1 0.6 -0.5
H -0.915 2.563 2.117 0.0 -0.1 -0.1
C 1.886 1.555 0.605 -0.8 0.0 0.2
C 1.022 1.790 -0.493 -0.5 0.2 0.2
H 1.318 1.810 -1.534 -0.1 -0.2 0.0
H -1.063 2.670 -0.547 0.2 -0.4 0.1
H 1.546 1.730 2.795 -0.2 -0.2 -0.3
H 2.955 1.353 0.560 -0.4 -0.3 -0.1
Zr -0.398 -0.098 0.718 4.8 -0.1 1.7
O -1.408 -0.169 -0.889 -1.9 -0.5 -4.2
C -1.737 -0.528 -2.275 -0.7 0.3 2.4
C -0.648 -0.949 -3.220 0.7 0.3 0.0
H -2.391 -1.420 -2.158 0.1 0.5 -0.5
H -2.297 0.317 -2.681 0.0 -0.2 -0.1
H -0.321 -1.986 -3.147 0.2 0.2 0.1
H 1.213 -1.780 -4.998 -0.3 0.1 -0.2
C 0.786 -0.801 -5.221 -0.2 -0.1 -0.4
C -0.123 -0.207 -4.270 0.4 0.6 -0.2
C -0.470 1.175 -4.519 0.0 -0.3 -0.4
H -1.010 1.714 -3.753 -0.2 0.1 -0.1
C -0.126 1.790 -5.714 -0.3 0.4 0.6
H -0.449 2.815 -5.898 0.1 -0.3 0.1
C 0.625 1.129 -6.692 -0.3 -0.7 0.5
H 0.821 1.608 -7.652 0.1 -0.1 0.3
C 1.092 -0.169 -6.421 0.4 -0.4 0.0
H 1.707 -0.679 -7.180 -0.3 0.2 0.6
C -1.977 -0.899 4.653 -0.4 -0.4 0.3
C -0.891 -0.096 4.013 0.8 0.6 -0.4
O -0.965 -0.145 2.622 -0.6 0.0 1.6
C -1.005 1.363 4.585 -0.4 1.1 0.4
F -1.429 1.373 5.881 0.3 -0.1 -1.1
F 0.166 2.063 4.575 -1.0 -0.5 -0.3
F -1.923 2.088 3.879 0.6 -0.6 0.6
C 0.498 -0.605 4.544 0.7 -0.7 0.0
F 0.807 -0.155 5.779 -0.4 -0.4 -0.7
F 0.490 -1.975 4.624 0.0 1.0 0.1
F 1.536 -0.254 3.733 -0.8 -0.3 0.9
H -2.935 -0.426 4.441 0.0 -0.1 0.0
H -1.818 -0.902 5.726 -0.2 -0.2 0.2
H -1.955 -1.924 4.288 -0.1 0.1 -0.1
```
Forces are in eV/Å.

## Properties
ΔE to the lowest compared entry with this formula, charge and spin = 0.0 kcal per mole
E_HOMO = -10.6 eV
Multiplicity = 1
Net charge = +1
Kohn-Sham gap = 3.93 eV

***

Entry 2:
Entry from OMol25: a molecular structure, C22H22AgN3S2Sb (ωB97M-V with the def2-TZVPD basis set).

```
51
Properties=species:S:1:pos:R:3:forces:R:3
Ag -0.524 -0.088 -0.164 0.0 0.1 0.0
S -0.349 0.545 2.163 0.0 -0.1 -0.1
Sb 0.586 -1.526 2.482 0.1 -0.2 -0.2
C 0.712 -2.262 4.435 -0.1 0.1 0.0
C 1.502 -1.613 5.381 -0.1 -0.1 0.0
C 1.575 -2.126 6.667 0.0 0.0 0.0
C 0.861 -3.271 7.000 0.0 0.0 0.0
C 0.074 -3.913 6.053 0.0 0.0 0.0
C -0.007 -3.410 4.761 0.1 0.1 0.1
C -0.601 -2.879 1.385 0.0 0.0 0.0
C -1.984 -2.885 1.573 0.1 0.0 -0.1
C -2.779 -3.695 0.774 0.0 0.0 0.0
C -2.201 -4.488 -0.211 0.0 0.0 0.0
C -0.823 -4.487 -0.392 0.0 0.0 0.0
C -0.019 -3.682 0.405 0.0 0.0 0.1
C 2.514 -1.727 1.671 0.1 0.0 0.1
C 2.889 -1.034 0.523 0.2 -0.1 0.1
C 4.167 -1.201 0.008 0.0 0.0 0.0
C 5.068 -2.046 0.646 0.0 0.0 0.0
C 4.697 -2.727 1.797 0.0 0.0 0.0
C 3.418 -2.570 2.315 0.0 0.0 -0.1
H 2.055 -0.716 5.127 0.0 0.0 0.0
H 2.186 -1.630 7.410 0.0 0.0 0.0
H 0.919 -3.665 8.007 0.0 0.0 0.0
H -0.480 -4.803 6.319 0.0 0.0 0.0
H -0.618 -3.914 4.022 0.0 0.0 0.0
H -2.442 -2.251 2.324 0.0 0.0 0.0
H -3.853 -3.705 0.917 0.0 0.0 0.0
H -2.826 -5.116 -0.834 0.0 0.0 0.0
H -0.377 -5.127 -1.145 0.0 0.0 0.0
H 1.060 -3.697 0.286 0.0 0.0 0.0
H 2.206 -0.350 0.040 -0.1 0.1 -0.1
H 4.463 -0.662 -0.883 0.0 0.0 0.0
H 6.069 -2.165 0.249 0.0 0.0 0.0
H 5.404 -3.378 2.295 0.0 0.0 0.0
H 3.133 -3.104 3.215 0.0 0.0 0.0
C -0.074 3.130 -5.049 0.0 0.0 0.0
C -1.218 2.125 -4.872 0.1 0.0 0.0
C -0.794 0.932 -4.076 0.1 0.0 -0.1
N -0.923 0.809 -2.808 0.1 -0.2 0.0
N -0.399 -0.384 -2.324 -0.3 0.7 0.3
C 0.121 -1.134 -3.250 0.1 -0.3 0.1
N 0.705 -2.327 -2.993 0.0 0.2 0.0
S 0.018 -0.433 -4.817 0.0 0.0 -0.1
H -0.397 3.959 -5.677 0.0 0.0 0.0
H 0.792 2.664 -5.521 0.0 0.0 0.0
H 0.236 3.531 -4.083 0.0 0.0 0.0
H -1.586 1.798 -5.844 0.0 0.0 0.0
H -2.051 2.587 -4.342 0.0 0.0 0.0
H 0.575 -2.720 -2.076 -0.1 0.0 0.0
H 0.934 -2.952 -3.744 0.0 0.0 0.0
```
Forces are in eV/Å.

## Properties
ΔE to the lowest compared entry with this formula, charge and spin = 0.0 kcal per mole
E_HOMO = -11.7 eV
Multiplicity = 1
Net charge = +1
Kohn-Sham gap = 9.43 eV

***

Entry 3:
Entry from OMol25: a molecular structure, C22H22AuN5OS2 in a non-equilibrium geometry (ωB97M-V with the def2-TZVPD basis set).

```
53
Properties=species:S:1:pos:R:3:forces:R:3
Au -0.647 -1.519 -0.327 0.5 0.1 0.2
C 5.786 -1.747 -0.072 0.0 -1.3 2.0
C 4.275 -1.445 -0.042 -0.3 0.6 0.2
N 3.828 -0.023 0.424 -0.8 0.4 -2.3
C 4.861 1.027 0.131 0.2 1.0 -0.4
C 4.593 2.602 0.146 1.3 -1.7 -0.3
C 2.494 0.260 0.092 1.6 1.7 0.8
S 1.572 -1.164 0.357 -1.6 -1.5 0.3
N 2.016 1.470 -0.048 0.2 -1.5 0.1
C 0.692 1.762 -0.312 -0.2 -0.6 -0.4
O -0.145 1.001 -0.849 0.4 0.0 0.8
C 0.327 3.144 -0.038 -1.9 1.8 -0.1
C -1.098 3.519 -0.025 2.6 0.0 0.0
C -1.472 4.841 -0.037 -0.5 0.5 -0.2
C -0.487 5.812 -0.225 0.2 1.4 0.3
C 0.869 5.515 -0.120 -0.4 -1.2 -1.2
C 1.286 4.170 -0.023 -0.5 0.0 0.2
H 6.320 -1.574 -0.986 -0.3 0.0 -0.7
H 5.837 -2.847 0.225 0.3 1.3 -0.7
H 6.397 -1.237 0.689 -0.6 -0.1 0.0
H 3.777 -2.127 0.687 0.5 0.3 -0.5
H 3.884 -1.668 -1.067 0.1 0.4 0.8
H 5.175 0.898 -0.902 0.1 -0.5 -0.2
H 5.720 0.758 0.758 -0.4 0.4 -0.1
H 4.342 2.956 1.112 -0.1 0.4 1.1
H 3.765 2.847 -0.502 0.5 0.1 -0.4
H 5.586 3.043 -0.177 -1.3 -0.4 0.3
H -1.799 2.731 -0.081 -0.7 -0.6 0.1
H -2.514 5.227 0.005 0.7 -0.8 -0.1
H -0.821 6.864 -0.447 0.5 -1.2 0.4
H 1.598 6.223 -0.460 0.3 0.5 0.6
H 2.349 3.913 -0.008 -0.6 0.2 -0.1
N -4.611 -3.286 0.205 0.8 0.4 0.1
C -4.950 -1.917 0.201 0.5 -2.3 -1.3
C -6.154 -1.269 0.123 1.1 -0.5 0.5
C -6.055 0.110 0.080 -1.3 0.6 0.3
C -4.816 0.800 0.016 1.6 0.1 -0.1
C -3.606 0.116 -0.141 -1.4 0.5 0.1
C -3.691 -1.315 -0.063 0.2 2.2 0.6
N -2.686 -2.186 -0.073 0.2 0.0 -0.9
C -3.243 -3.411 0.035 -0.8 -2.1 1.0
C -2.474 -4.705 0.115 0.3 1.9 -1.1
C -2.901 -5.990 0.312 1.4 -0.7 0.0
S -1.525 -7.069 0.329 -0.8 1.3 0.2
C -0.457 -5.699 0.074 -2.0 1.0 -0.4
N -1.113 -4.573 -0.120 0.9 -0.6 1.1
H -5.253 -4.044 0.391 0.1 0.0 -0.1
H -7.053 -1.831 0.180 -0.8 0.0 0.0
H -7.003 0.688 0.136 0.9 -0.3 -0.2
H -4.872 1.891 0.130 0.3 -0.5 -0.4
H -2.635 0.582 -0.300 -0.2 0.1 0.1
H -3.893 -6.356 0.410 -0.6 -0.3 0.2
H 0.627 -5.766 0.083 -0.2 -0.2 -0.2
```
Forces are in eV/Å.

## Properties
E_HOMO (spin up / spin down) = -13.5 / -13.4 eV
Multiplicity = 3
Net charge = +2
Kohn-Sham gap (spin up / spin down) = 6.58 / 3.14 eV

***

Entry 4:
Entry from OMol25: a molecular structure, C22H22Br2FeN7O2 in a non-equilibrium geometry (ωB97M-V with the def2-TZVPD basis set).

```
56
Properties=species:S:1:pos:R:3:forces:R:3
Fe 0.570 0.457 -0.364 0.3 -0.4 -0.7
N 0.441 3.141 1.375 -0.1 -0.3 0.0
C -0.174 2.112 1.981 0.1 0.1 -0.1
N -0.776 2.357 3.128 -0.2 -0.1 0.2
C -1.363 1.301 3.702 0.2 0.7 0.0
N -2.021 1.515 4.838 -0.1 -0.2 0.0
N -1.323 0.049 3.220 -0.1 -0.9 -0.1
C -0.712 -0.117 2.076 0.1 1.7 0.3
N -0.131 0.898 1.375 -0.8 0.1 1.9
C -0.636 -1.442 1.480 0.0 -1.5 -0.5
C -1.148 -2.573 2.114 0.1 0.8 0.2
C -1.044 -3.795 1.484 0.1 -0.3 -0.4
C -0.431 -3.862 0.238 -0.2 0.0 0.4
C 0.062 -2.695 -0.321 0.2 0.1 -0.4
N -0.035 -1.516 0.278 -0.2 0.2 0.6
H 0.405 4.045 1.812 0.0 0.0 0.0
H 0.899 3.028 0.489 0.1 0.1 0.0
H -2.071 2.446 5.211 0.0 0.0 0.0
H -2.498 0.755 5.290 0.0 0.0 0.0
H -1.605 -2.448 3.085 0.0 -0.1 0.0
H -1.430 -4.692 1.947 0.0 0.0 0.0
H -0.334 -4.800 -0.289 0.0 0.0 0.0
H 0.555 -2.698 -1.286 0.0 0.0 0.0
C -2.985 1.730 -0.006 0.0 0.0 0.0
C -2.657 1.229 -1.381 0.5 -0.1 -0.1
C -3.653 1.177 -2.371 -0.2 0.0 -0.2
C -3.364 0.717 -3.626 0.0 0.1 0.2
C -2.056 0.291 -3.921 0.1 0.0 0.2
C -1.634 -0.241 -5.162 0.1 -0.1 -0.2
Br -2.849 -0.366 -6.609 0.0 0.0 0.0
C -0.354 -0.687 -5.338 -0.3 0.0 -0.2
C 0.574 -0.608 -4.294 0.1 0.2 0.6
Br 2.327 -1.259 -4.526 0.0 0.0 -0.1
C 0.237 -0.077 -3.061 -0.2 -0.1 -0.3
O 1.070 0.010 -2.054 0.8 -0.2 -1.0
C -1.111 0.371 -2.872 0.0 -0.1 -0.2
N -1.414 0.840 -1.630 -0.2 0.0 0.1
H -4.010 2.088 0.041 0.0 0.0 0.0
H -2.316 2.544 0.275 0.0 0.0 0.0
H -2.866 0.927 0.722 -0.1 0.0 0.1
H -4.655 1.502 -2.127 0.0 0.0 0.0
H -4.130 0.669 -4.388 0.0 0.0 0.0
H -0.057 -1.113 -6.286 0.0 0.0 0.0
C 4.787 -0.583 0.896 -0.1 0.1 0.1
C 4.339 0.103 2.189 -0.1 -0.1 -0.1
C 2.835 0.119 1.995 0.2 0.0 0.1
O 2.665 0.468 0.611 -0.3 0.0 -0.1
C 3.810 -0.021 -0.138 0.2 0.0 -0.1
H 4.666 -1.663 0.989 0.0 0.0 0.0
H 5.821 -0.371 0.635 0.0 0.0 0.0
H 4.716 1.125 2.236 0.0 0.0 0.0
H 4.637 -0.428 3.091 0.0 0.0 0.0
H 2.312 0.854 2.604 0.0 0.0 0.0
H 2.412 -0.877 2.177 -0.1 0.0 0.0
H 4.227 0.828 -0.679 0.0 0.0 0.0
H 3.473 -0.767 -0.858 0.0 0.1 0.0
```
Forces are in eV/Å.

## Properties
ΔE to the lowest compared entry with this formula, charge and spin = 4.0 kcal per mole
E_HOMO (spin up / spin down) = -10.0 / -10.1 eV
Multiplicity = 5
Net charge = +1
Kohn-Sham gap (spin up / spin down) = 6.32 / 6.40 eV

***

Repeat the third record exactly.
Entry from OMol25: a molecular structure, C22H22AuN5OS2 in a non-equilibrium geometry (ωB97M-V with the def2-TZVPD basis set).

```
53
Properties=species:S:1:pos:R:3:forces:R:3
Au -0.647 -1.519 -0.327 0.5 0.1 0.2
C 5.786 -1.747 -0.072 0.0 -1.3 2.0
C 4.275 -1.445 -0.042 -0.3 0.6 0.2
N 3.828 -0.023 0.424 -0.8 0.4 -2.3
C 4.861 1.027 0.131 0.2 1.0 -0.4
C 4.593 2.602 0.146 1.3 -1.7 -0.3
C 2.494 0.260 0.092 1.6 1.7 0.8
S 1.572 -1.164 0.357 -1.6 -1.5 0.3
N 2.016 1.470 -0.048 0.2 -1.5 0.1
C 0.692 1.762 -0.312 -0.2 -0.6 -0.4
O -0.145 1.001 -0.849 0.4 0.0 0.8
C 0.327 3.144 -0.038 -1.9 1.8 -0.1
C -1.098 3.519 -0.025 2.6 0.0 0.0
C -1.472 4.841 -0.037 -0.5 0.5 -0.2
C -0.487 5.812 -0.225 0.2 1.4 0.3
C 0.869 5.515 -0.120 -0.4 -1.2 -1.2
C 1.286 4.170 -0.023 -0.5 0.0 0.2
H 6.320 -1.574 -0.986 -0.3 0.0 -0.7
H 5.837 -2.847 0.225 0.3 1.3 -0.7
H 6.397 -1.237 0.689 -0.6 -0.1 0.0
H 3.777 -2.127 0.687 0.5 0.3 -0.5
H 3.884 -1.668 -1.067 0.1 0.4 0.8
H 5.175 0.898 -0.902 0.1 -0.5 -0.2
H 5.720 0.758 0.758 -0.4 0.4 -0.1
H 4.342 2.956 1.112 -0.1 0.4 1.1
H 3.765 2.847 -0.502 0.5 0.1 -0.4
H 5.586 3.043 -0.177 -1.3 -0.4 0.3
H -1.799 2.731 -0.081 -0.7 -0.6 0.1
H -2.514 5.227 0.005 0.7 -0.8 -0.1
H -0.821 6.864 -0.447 0.5 -1.2 0.4
H 1.598 6.223 -0.460 0.3 0.5 0.6
H 2.349 3.913 -0.008 -0.6 0.2 -0.1
N -4.611 -3.286 0.205 0.8 0.4 0.1
C -4.950 -1.917 0.201 0.5 -2.3 -1.3
C -6.154 -1.269 0.123 1.1 -0.5 0.5
C -6.055 0.110 0.080 -1.3 0.6 0.3
C -4.816 0.800 0.016 1.6 0.1 -0.1
C -3.606 0.116 -0.141 -1.4 0.5 0.1
C -3.691 -1.315 -0.063 0.2 2.2 0.6
N -2.686 -2.186 -0.073 0.2 0.0 -0.9
C -3.243 -3.411 0.035 -0.8 -2.1 1.0
C -2.474 -4.705 0.115 0.3 1.9 -1.1
C -2.901 -5.990 0.312 1.4 -0.7 0.0
S -1.525 -7.069 0.329 -0.8 1.3 0.2
C -0.457 -5.699 0.074 -2.0 1.0 -0.4
N -1.113 -4.573 -0.120 0.9 -0.6 1.1
H -5.253 -4.044 0.391 0.1 0.0 -0.1
H -7.053 -1.831 0.180 -0.8 0.0 0.0
H -7.003 0.688 0.136 0.9 -0.3 -0.2
H -4.872 1.891 0.130 0.3 -0.5 -0.4
H -2.635 0.582 -0.300 -0.2 0.1 0.1
H -3.893 -6.356 0.410 -0.6 -0.3 0.2
H 0.627 -5.766 0.083 -0.2 -0.2 -0.2
```
Forces are in eV/Å.

## Properties
E_HOMO (spin up / spin down) = -13.5 / -13.4 eV
Multiplicity = 3
Net charge = +2
Kohn-Sham gap (spin up / spin down) = 6.58 / 3.14 eV

***

Which of these has the highest net charge? C22H22AuN5OS2

***

Repeat the third record exactly.
Entry from OMol25: a molecular structure, C22H22AuN5OS2 in a non-equilibrium geometry (ωB97M-V with the def2-TZVPD basis set).

```
53
Properties=species:S:1:pos:R:3:forces:R:3
Au -0.647 -1.519 -0.327 0.5 0.1 0.2
C 5.786 -1.747 -0.072 0.0 -1.3 2.0
C 4.275 -1.445 -0.042 -0.3 0.6 0.2
N 3.828 -0.023 0.424 -0.8 0.4 -2.3
C 4.861 1.027 0.131 0.2 1.0 -0.4
C 4.593 2.602 0.146 1.3 -1.7 -0.3
C 2.494 0.260 0.092 1.6 1.7 0.8
S 1.572 -1.164 0.357 -1.6 -1.5 0.3
N 2.016 1.470 -0.048 0.2 -1.5 0.1
C 0.692 1.762 -0.312 -0.2 -0.6 -0.4
O -0.145 1.001 -0.849 0.4 0.0 0.8
C 0.327 3.144 -0.038 -1.9 1.8 -0.1
C -1.098 3.519 -0.025 2.6 0.0 0.0
C -1.472 4.841 -0.037 -0.5 0.5 -0.2
C -0.487 5.812 -0.225 0.2 1.4 0.3
C 0.869 5.515 -0.120 -0.4 -1.2 -1.2
C 1.286 4.170 -0.023 -0.5 0.0 0.2
H 6.320 -1.574 -0.986 -0.3 0.0 -0.7
H 5.837 -2.847 0.225 0.3 1.3 -0.7
H 6.397 -1.237 0.689 -0.6 -0.1 0.0
H 3.777 -2.127 0.687 0.5 0.3 -0.5
H 3.884 -1.668 -1.067 0.1 0.4 0.8
H 5.175 0.898 -0.902 0.1 -0.5 -0.2
H 5.720 0.758 0.758 -0.4 0.4 -0.1
H 4.342 2.956 1.112 -0.1 0.4 1.1
H 3.765 2.847 -0.502 0.5 0.1 -0.4
H 5.586 3.043 -0.177 -1.3 -0.4 0.3
H -1.799 2.731 -0.081 -0.7 -0.6 0.1
H -2.514 5.227 0.005 0.7 -0.8 -0.1
H -0.821 6.864 -0.447 0.5 -1.2 0.4
H 1.598 6.223 -0.460 0.3 0.5 0.6
H 2.349 3.913 -0.008 -0.6 0.2 -0.1
N -4.611 -3.286 0.205 0.8 0.4 0.1
C -4.950 -1.917 0.201 0.5 -2.3 -1.3
C -6.154 -1.269 0.123 1.1 -0.5 0.5
C -6.055 0.110 0.080 -1.3 0.6 0.3
C -4.816 0.800 0.016 1.6 0.1 -0.1
C -3.606 0.116 -0.141 -1.4 0.5 0.1
C -3.691 -1.315 -0.063 0.2 2.2 0.6
N -2.686 -2.186 -0.073 0.2 0.0 -0.9
C -3.243 -3.411 0.035 -0.8 -2.1 1.0
C -2.474 -4.705 0.115 0.3 1.9 -1.1
C -2.901 -5.990 0.312 1.4 -0.7 0.0
S -1.525 -7.069 0.329 -0.8 1.3 0.2
C -0.457 -5.699 0.074 -2.0 1.0 -0.4
N -1.113 -4.573 -0.120 0.9 -0.6 1.1
H -5.253 -4.044 0.391 0.1 0.0 -0.1
H -7.053 -1.831 0.180 -0.8 0.0 0.0
H -7.003 0.688 0.136 0.9 -0.3 -0.2
H -4.872 1.891 0.130 0.3 -0.5 -0.4
H -2.635 0.582 -0.300 -0.2 0.1 0.1
H -3.893 -6.356 0.410 -0.6 -0.3 0.2
H 0.627 -5.766 0.083 -0.2 -0.2 -0.2
```
Forces are in eV/Å.

## Properties
E_HOMO (spin up / spin down) = -13.5 / -13.4 eV
Multiplicity = 3
Net charge = +2
Kohn-Sham gap (spin up / spin down) = 6.58 / 3.14 eV

***

Which value of multiplicity does entry 4 give? 5